Version 1
Here is an isolated molecule of C4H8OS from the Open Molecules 2025 dataset. Energies are from wB97M-V/def2-TZVPD.

Geometry as ORCA input:
```
! RIJCOSX wB97M-V def2-TZVPD def2/J DEFGRID3
* xyz 0 1
O -0.431 -1.505 -2.546
C 0.387 -1.580 -1.665
C 0.609 -0.617 -0.555
C -0.618 0.180 -0.166
C -0.333 0.642 1.330
S -1.031 2.431 1.617
H 1.164 -2.383 -1.632
H 0.699 -1.346 0.240
H 1.608 -0.177 -0.548
H -1.390 -0.547 0.076
H -0.578 1.002 -0.956
H -0.826 0.093 2.114
H 0.702 0.771 1.658
H 0.036 3.034 1.034
*
```

Values from the calculation:
SMILES   O=CCCCS
E_LUMO   0.027 hartree
Gap between HOMO and LUMO   9.835 eV

=====

Version 2
Here is an isolated molecule of C4H8OS from the Open Molecules 2025 dataset. Energies are from wB97M-V/def2-TZVPD.

Geometry as ORCA input:
```
! RIJCOSX wB97M-V def2-TZVPD def2/J DEFGRID3
* xyz 0 1
C 1.830 0.490 -0.522
C 0.950 -0.447 0.323
C -0.445 -0.422 0.535
C -1.452 0.681 0.197
H 2.780 -0.016 -0.598
H 2.178 1.172 0.297
H 1.322 0.558 -1.593
H 1.497 -1.006 1.162
H -0.748 -0.896 1.450
H -0.759 1.298 -0.654
H -1.622 1.464 0.897
H -2.764 -1.385 -0.839
O 0.152 -1.325 -0.414
S -2.919 -0.165 -0.242
*
```

Values from the calculation:
SMILES   C[C@@H]1O[C@@H]1CS
E_LUMO   0.034 hartree
Gap between HOMO and LUMO   9.927 eV

=====

version 1 is preferred energetically. Next in line: 162.7 kJ/mol higher.

=====

Version 1
Here is a 2-piece molecular cluster, C5H10NO overall from the Open Molecules 2025 dataset. Energies are from wB97M-V/def2-TZVPD.

Geometry as ORCA input:
```
! RIJCOSX wB97M-V def2-TZVPD def2/J DEFGRID3
* xyz 1 1
C -1.632 0.066 2.974
C -0.816 0.784 0.403
C 0.165 0.011 -0.325
C 0.301 0.099 -1.848
C 0.545 -1.365 0.087
N 0.625 1.149 0.585
O -1.062 0.832 3.586
H -2.295 -0.747 2.849
H -1.714 1.294 0.119
H 0.450 -0.935 -2.109
H 0.965 0.763 -2.329
H -0.708 0.452 -2.270
H 1.419 -1.620 -0.561
H -0.289 -2.034 -0.250
H 0.766 -1.415 1.121
H 1.102 1.953 0.277
H 0.913 0.709 1.475
*
```

Values from the calculation:
E_LUMO (spin up / spin down)   -0.142 / -0.170 hartree
Gap between HOMO and LUMO (spin up / spin down)   8.929 / 7.306 eV

=====

Version 2
Here is an isolated ion of composition C5H10NO and charge +1 from the Open Molecules 2025 dataset. Energies are from wB97M-V/def2-TZVPD.

Geometry as ORCA input:
```
! RIJCOSX wB97M-V def2-TZVPD def2/J DEFGRID3
* xyz 1 1
O 0.126 0.399 -2.279
C -0.384 1.442 -1.726
C -0.382 1.699 -0.204
C -0.781 0.330 0.544
C 0.101 -0.873 0.814
C 0.756 -1.226 1.831
N 0.433 -1.564 -0.449
H -0.820 2.264 -2.376
H -1.177 2.451 0.071
H 0.685 2.043 0.020
H -0.969 0.781 1.668
H -1.555 -0.084 -0.120
H 1.339 -2.170 1.884
H 0.829 -0.672 2.813
H -0.268 -1.785 -1.187
H 1.131 -2.352 -0.469
H 0.936 -0.682 -0.835
*
```

Values from the calculation:
SMILES   C=C([NH3+])CCC=O
E_LUMO   -0.135 hartree
Gap between HOMO and LUMO   10.887 eV

=====

Version 3
Here is a 2-piece molecular cluster, C5H10NO overall from the Open Molecules 2025 dataset. Energies are from wB97M-V/def2-TZVPD.

Geometry as ORCA input:
```
! RIJCOSX wB97M-V def2-TZVPD def2/J DEFGRID3
* xyz 1 1
C -0.535 -1.104 -0.735
C -0.804 -1.223 0.642
C -0.710 0.203 0.086
C -1.969 1.065 -0.106
C 3.155 -0.019 0.065
N 0.489 0.877 0.221
O 0.562 2.077 0.240
H 0.555 -1.132 -1.270
H -1.329 -1.352 -1.366
H -1.826 -1.459 1.080
H 0.010 -1.589 1.243
H -1.806 2.159 -0.204
H -2.726 0.950 0.780
H -2.539 0.782 -0.965
H 3.133 0.013 1.183
H 3.607 0.654 -0.548
H 2.735 -0.902 -0.347
*
```

Values from the calculation:
E_LUMO (spin up / spin down)   -0.211 / -0.277 hartree
Gap between HOMO and LUMO (spin up / spin down)   9.604 / 6.050 eV

=====

version 2 is preferred energetically. Next in line: 300.3 kJ/mol higher.

=====

Version 1
Here is an isolated ion of composition C5H10NO and charge +1 from the Open Molecules 2025 dataset. Energies are from wB97M-V/def2-TZVPD.

Geometry as ORCA input:
```
! RIJCOSX wB97M-V def2-TZVPD def2/J DEFGRID3
* xyz 1 1
C 0.409 -0.932 -0.018
C 1.639 -0.239 -0.640
C -0.855 -0.142 0.305
C -0.675 1.211 0.779
C -2.147 -0.387 -0.151
N 2.507 0.355 0.328
O 3.689 0.489 0.220
H 0.321 -1.712 -0.737
H 0.831 -1.429 0.945
H 2.265 -0.982 -1.086
H 1.368 0.495 -1.351
H 0.174 1.311 1.625
H -1.539 1.702 1.098
H -0.293 1.733 -0.074
H -2.875 0.258 0.247
H -2.532 -1.409 -0.148
H -2.288 -0.321 -1.343
*
```

Values from the calculation:
E_LUMO   -0.248 hartree
Gap between HOMO and LUMO   5.856 eV

=====

Version 2
Here is a 2-piece molecular cluster, C5H10NO overall from the Open Molecules 2025 dataset. Energies are from wB97M-V/def2-TZVPD.

Geometry as ORCA input:
```
! RIJCOSX wB97M-V def2-TZVPD def2/J DEFGRID3
* xyz 1 1
C -0.163 1.764 0.700
C 1.645 1.779 2.185
C 1.424 -0.105 0.520
C -2.444 -2.117 -2.430
C 0.918 1.142 1.010
N -1.235 -0.447 -1.341
O -2.289 -0.966 -1.568
H 2.734 1.761 1.830
H 1.402 2.674 2.812
H 1.417 0.970 2.926
H 2.521 -0.385 0.745
H 0.893 -0.982 0.738
H 1.261 -0.281 -0.577
H -3.191 -2.680 -1.983
H -1.492 -2.723 -2.419
H -2.521 -1.773 -3.489
H -0.881 2.368 0.343
*
```

Values from the calculation:
E_LUMO (spin up / spin down)   -0.228 / -0.228 hartree
Gap between HOMO and LUMO (spin up / spin down)   5.735 / 5.727 eV

=====

version 1 is preferred energetically. Next in line: 346.1 kJ/mol higher.